The following is a DFT calculation (ωB97M-V with the def2-TZVPD basis set) of C32H44AsN4O12SSbY as an isolated structure.

XYZ file:
```
96
Properties=species:S:1:pos:R:3:forces:R:3
Y 0.867042 -1.387241 -0.383811 -0.021 0.000 0.495
O 3.872115 0.981567 2.604814 -0.131 -0.078 -0.145
As 3.766936 -0.617326 1.838413 -0.066 -0.055 0.165
O 4.278065 -1.760000 2.874852 -0.064 0.070 -0.126
O 2.190569 -0.630570 1.272513 -0.090 -0.357 -0.293
C 5.097732 -0.386659 0.429087 0.077 -0.033 -0.119
C 6.324802 0.008935 0.964522 -0.167 -0.041 0.004
C 7.439692 0.178640 0.163104 0.058 0.011 0.006
C 7.352413 -0.052695 -1.199838 0.085 0.028 0.006
C 6.149289 -0.449106 -1.753366 -0.114 -0.032 0.053
C 5.025287 -0.615273 -0.947627 0.108 0.080 0.152
S 3.546342 -1.090519 -1.809664 0.011 -0.142 -0.095
O 3.934589 -1.320879 -3.170442 -0.096 -0.057 -0.038
O 2.584660 0.028398 -1.647668 0.027 -0.076 0.075
O 2.961856 -2.253213 -1.109554 0.127 0.133 0.044
H 3.147377 1.488666 2.210015 0.033 0.075 0.043
H 6.395649 0.177608 2.031649 0.022 0.003 0.001
H 8.377037 0.485172 0.609946 0.006 0.000 -0.016
H 8.219943 0.069365 -1.835754 0.002 0.002 0.010
H 6.057335 -0.645016 -2.810906 0.014 0.006 -0.018
O -2.199429 -1.238812 -6.082208 0.040 0.008 -0.050
C -1.629134 -1.284495 -5.025846 -0.164 -0.063 0.105
C -0.980745 -2.520550 -4.393679 0.108 0.040 -0.074
O -0.933534 -3.623852 -4.870989 -0.036 -0.024 0.002
C -0.412139 -2.048454 -3.099412 -0.023 -0.132 0.352
C -0.700563 -0.686780 -2.942381 -0.262 0.012 -0.204
O -0.306603 -0.020012 -1.864172 0.055 0.140 -0.224
C -1.438303 -0.143292 -4.046058 0.126 0.039 0.127
O -1.810465 1.017126 -4.191708 -0.057 -0.073 -0.094
O 0.211199 -2.728672 -2.232486 0.047 0.289 0.059
C -0.699470 3.624174 1.007795 -0.010 -0.052 -0.010
C -1.732886 4.064152 2.081080 0.006 0.040 0.018
N -2.714360 3.007595 2.307394 0.013 -0.022 -0.040
C -3.347770 2.655555 1.033267 -0.020 -0.009 0.016
C -2.290926 2.127964 0.023252 0.010 0.013 0.044
N -0.957294 2.238266 0.627532 -0.090 0.023 -0.014
C -0.899623 1.395259 1.832379 -0.018 0.030 -0.006
C -2.015169 1.825797 2.819135 0.020 0.008 0.010
H 0.327961 3.690287 1.377852 -0.007 0.022 0.009
H -0.776172 4.245269 0.112674 -0.005 0.009 -0.014
H -2.258616 4.966983 1.762050 0.002 0.000 0.005
H -1.243703 4.282455 3.032619 -0.001 0.004 -0.002
H -3.851839 3.544937 0.647423 -0.005 0.002 -0.001
H -4.102924 1.891693 1.225610 0.001 0.008 -0.006
H -2.305565 2.700689 -0.902696 0.006 0.034 -0.012
H -2.458682 1.081912 -0.225980 0.011 -0.001 0.010
H 0.095424 1.500272 2.269795 0.002 -0.014 -0.003
H -1.022060 0.355482 1.533200 -0.010 -0.005 0.018
H -1.600487 2.066725 3.800226 -0.005 -0.006 0.006
H -2.741800 1.023248 2.944392 -0.004 -0.005 0.003
O 1.803455 2.070825 0.403918 0.149 0.278 0.178
N 1.032156 1.409303 -0.185954 0.038 -0.250 -0.066
C -4.588554 -0.560358 -1.328860 0.011 -0.018 0.029
C -3.951416 -0.974627 -0.027097 -0.051 0.006 0.006
C -4.651016 -0.866530 1.175170 0.021 -0.013 -0.035
C -4.051774 -1.278329 2.359797 0.013 0.004 0.026
C -4.810462 -1.191961 3.660620 0.021 0.001 -0.045
C -2.748734 -1.761540 2.351829 -0.002 -0.016 0.059
C -2.002215 -1.881863 1.161755 -0.007 -0.059 -0.123
C -2.668131 -1.488558 -0.019435 0.078 -0.032 -0.034
N -0.693201 -2.295262 1.053413 0.183 0.118 -0.170
C -0.142512 -3.314575 1.969178 -0.019 -0.035 -0.016
C 0.322913 -2.760616 3.324489 -0.001 0.023 -0.027
C 1.094791 -3.877208 1.251727 0.028 0.054 0.003
C -1.115870 -4.482799 2.165827 0.006 0.031 -0.045
H -5.165874 -1.383122 -1.756998 -0.006 0.010 -0.009
H -3.837855 -0.266929 -2.064728 0.005 0.004 0.003
H -5.270613 0.279284 -1.181237 -0.007 -0.003 -0.010
H -5.661398 -0.469786 1.183772 -0.003 0.004 0.001
H -5.500707 -0.347003 3.656184 -0.007 -0.001 0.013
H -4.132798 -1.077365 4.507498 0.001 -0.001 0.005
H -5.397711 -2.098355 3.826641 -0.003 0.000 0.010
H -2.297767 -2.025803 3.297670 -0.008 -0.002 0.007
H -2.150794 -1.622221 -0.964101 -0.017 0.012 -0.001
H 0.963512 -1.891848 3.168696 0.001 -0.002 0.005
H 0.905055 -3.513503 3.861872 -0.004 -0.002 0.007
H -0.512547 -2.470165 3.960550 0.002 0.000 0.017
H 1.924318 -3.159088 1.248579 0.002 -0.010 0.003
H 0.838251 -4.177184 0.229143 0.013 -0.020 0.005
H 1.487206 -4.756121 1.764342 0.006 0.009 0.012
H -2.039554 -4.173224 2.652265 0.002 -0.014 0.014
H -0.649271 -5.257164 2.778974 0.001 -0.004 0.002
H -1.374748 -4.912589 1.195554 -0.003 -0.011 0.007
C 2.451904 3.455440 -2.060489 0.025 -0.015 0.086
Sb 0.849161 2.064538 -2.291592 -0.018 0.052 -0.196
C 1.448364 1.202228 -4.124080 0.011 0.010 0.071
C -0.676722 3.425728 -2.846587 0.032 -0.090 0.112
H 2.539853 4.027214 -2.984400 -0.007 -0.011 -0.016
H 3.367495 2.893097 -1.882176 0.027 0.038 -0.002
H 2.277116 4.129728 -1.224716 0.017 0.014 -0.004
H 0.713617 1.461426 -4.882824 0.003 -0.022 -0.026
H 1.553847 0.128027 -4.017752 -0.012 0.008 -0.052
H 2.422287 1.632225 -4.350921 0.004 -0.002 -0.017
H -0.321266 3.851533 -3.785321 -0.032 0.040 -0.011
H -0.779862 4.205247 -2.096462 -0.007 0.027 -0.006
H -1.594974 2.879124 -3.024075 -0.034 0.038 -0.003
```
Forces are in eV/Å.

As for the charge: -1. The calculation puts the total energy at -5280.3991 a.u. As for the spin multiplicity: 1. For the HOMO energy, the calculation gives -4.838 eV. The relative energy (zero: lowest compared OMol25 entry of this formula, charge and spin) is 26.6 kcal per mole.

Mulliken analysis output, partial charges in e: Y -0.321; O -0.768; As 0.839; O -0.828; O 0.127; C 0.150; C -0.828; C -0.697; C -0.634; C -0.603; C 0.035; S 1.647; O -0.737; O -0.581; O -0.687; H 0.374; H 0.420; H 0.385; H 0.380; H 0.552; O -0.608; C 0.178; C 0.066; O -0.617; C 0.170; C 0.223; O 2.728; C -0.240; O -0.721; O -0.877; C -0.606; C -0.862; N -0.222; C -0.867; C 0.347; N 0.430; C 0.181; C -0.570; H 0.507; H 0.155; H 0.379; H 0.297; H 0.251; H 0.366; H 0.562; H -0.961; H 0.733; H -0.833; H 0.321; H -0.001; O -0.680; N 0.636; C -1.889; C 0.848; C -0.318; C 0.513; C -2.126; C 0.301; C -0.817; C 0.108; N 0.187; C 1.929; C -1.467; C -2.045; C -1.718; H 0.450; H 0.124; H 0.366; H 0.381; H 0.409; H 0.345; H 0.445; H -0.019; H 0.698; H 0.085; H 0.454; H 0.316; H 0.294; H 0.347; H 0.564; H 0.305; H 0.476; H 0.366; C -1.415; Sb 1.564; C -1.355; C -1.518; H 0.406; H 0.308; H 0.395; H 0.448; H 0.225; H 0.583; H 0.587; H 0.418; H 0.351